This record from OMol25 describes a cluster of 4 separate species, C17H33N6O in total. The level of theory is ωB97M-V/def2-TZVPD.

Values from the calculation:
HOMO-LUMO gap: 9.8 eV
energy: -29145.10001 eV
total charge: +1
E_LUMO: -3.34 eV

Bonds (Å) are listed after each position.
Positions of all 57 atoms, in Å:
1 H -2.68 1.23 -0.27  N49 1.010
2 H -1.29 -3.66 0.38  C39 1.086
3 H -3.01 -2.84 -1.15  C21 1.090
4 C 1.13 2.75 2.38  C11 1.535, C55 1.523, H56 1.091, H57 1.089
5 H 2.57 1.13 2.66  C11 1.091
6 C 0.64 0.35 2.60  C11 1.459, N40 1.149
7 C -0.91 -5.52 -4.29  H25 1.092, C34 1.464, H41 1.090, C52 1.535
8 H 0.76 -4.26 -4.82  C52 1.090
9 H 0.46 -2.61 -2.97  C18 1.091
10 N -3.65 -1.36 0.08  C16 1.384, C21 1.496, C24 1.489
11 C 1.63 1.32 2.13  C4 1.535, H5 1.091, C6 1.459, H12 1.091
12 H 1.79 1.14 1.07  C11 1.091
13 H 6.07 4.84 -1.83  C51 1.091
14 C 4.00 2.99 0.08  C37 1.462, N47 1.148
15 O -4.45 0.21 1.65  C24 1.387, C38 1.427
16 C -2.40 -0.77 0.11  N10 1.384, N29 1.357, N49 1.323
17 H 5.37 3.36 1.60  C37 1.091
18 C -0.34 -3.31 -3.22  H9 1.091, H46 1.092, C52 1.521, H53 1.092
19 H -2.16 -3.06 1.81  C39 1.091
20 H 6.07 3.00 0.02  C37 1.092
21 C -3.25 -2.79 -0.09  H3 1.090, N10 1.496, H36 1.085, C39 1.533
22 H -4.19 -1.79 2.11  C24 1.098
23 H 0.93 -5.05 -3.27  C52 1.091
24 C -4.49 -1.13 1.29  N10 1.489, O15 1.387, H22 1.098, H28 1.090
25 H -1.62 -5.05 -4.98  C7 1.092
26 H -0.04 2.91 0.57  C55 1.093
27 H -0.98 2.41 2.00  C55 1.093
28 H -5.51 -1.39 1.00  C24 1.090
29 N -1.40 -1.53 0.64  C16 1.357, C39 1.484, H54 1.036
30 H 4.60 5.58 0.76  C32 1.092
31 H -2.61 0.44 2.63  C38 1.096
32 C 5.38 5.05 0.22  H30 1.092, C37 1.535, H42 1.090, C51 1.523
33 N -2.20 -6.14 -2.11  C34 1.148
34 C -1.64 -5.92 -3.09  C7 1.464, N33 1.148
35 H -1.24 0.52 -0.89  N49 1.009
36 H -4.03 -3.49 0.20  C21 1.085
37 C 5.28 3.55 0.53  C14 1.462, H17 1.091, H20 1.092, C32 1.535
38 C -3.68 0.50 2.82  O15 1.427, H31 1.096, H43 1.091, H44 1.087
39 C -1.97 -2.90 0.75  H2 1.086, H19 1.091, C21 1.533, N29 1.484
40 N -0.16 -0.40 2.96  C6 1.149
41 H -0.52 -6.41 -4.79  C7 1.090
42 H 6.33 5.41 0.61  C32 1.090
43 H -3.96 -0.15 3.65  C38 1.091
44 H -3.92 1.53 3.09  C38 1.087
45 H -0.47 4.09 1.82  C55 1.089
46 H -0.84 -3.60 -2.29  C18 1.092
47 N 3.00 2.58 -0.29  C14 1.148
48 H 4.32 5.06 -1.68  C51 1.091
49 N -2.11 0.41 -0.40  H1 1.010, C16 1.323, H35 1.009
50 H 5.40 6.43 -1.44  C51 1.089
51 C 5.29 5.36 -1.27  H13 1.091, C32 1.523, H48 1.091, H50 1.089
52 C 0.22 -4.55 -3.92  C7 1.535, H8 1.090, C18 1.521, H23 1.091
53 H -1.06 -2.79 -3.85  C18 1.092
54 H -1.16 -1.06 1.53  N29 1.036
55 C -0.17 3.06 1.65  C4 1.523, H26 1.093, H27 1.093, H45 1.089
56 H 1.00 2.90 3.45  C4 1.091
57 H 1.90 3.44 2.05  C4 1.089